Record 1
The following is a DFT calculation (ωB97M-V/def2-TZVPD) of a 4-piece molecular cluster, C12H26ClNO9S2 overall.

Each line ends with the Löwdin charge.
Cartesian coordinates (Å):
N: 3.133 -2.180 0.591  0.21
C: 3.721 -1.866 -0.354  -0.30
O: 4.079 -1.540 -1.569  0.08
C: 4.256 -0.114 -1.667  -0.30
O: 4.917 0.287 -0.443  -0.15
S: 5.589 1.737 -0.710  0.64
O: 6.036 2.231 0.553  -0.26
O: 6.663 1.681 -1.655  -0.26
C: 4.275 2.826 -1.261  -0.16
C: 3.032 2.144 -1.940  -0.12
C: 2.919 0.598 -1.817  -0.22
C: 2.260 0.031 -3.111  -0.13
C: 0.743 -0.241 -3.003  -0.17
C: -0.083 0.886 -2.334  -0.21
C: -0.437 0.501 -0.889  -0.28
S: -1.175 1.860 0.036  0.33
O: -1.674 2.848 -0.871  -0.35
O: -0.206 2.346 0.970  -0.35
Cl: -2.776 1.036 1.005  0.47
H: 4.928 0.105 -2.502  0.17
H: 4.735 3.490 -1.993  0.11
H: 3.937 3.390 -0.394  0.11
H: 2.978 2.492 -2.972  0.12
H: 2.158 2.553 -1.429  0.11
H: 2.330 0.370 -0.924  0.14
H: 2.722 -0.913 -3.422  0.12
H: 2.401 0.705 -3.961  0.12
H: 0.495 -1.188 -2.511  0.12
H: 0.368 -0.329 -4.029  0.11
H: -1.034 0.944 -2.872  0.12
H: 0.363 1.877 -2.426  0.10
H: 0.387 0.099 -0.295  0.10
H: -1.187 -0.296 -0.939  0.09
C: -6.010 -1.229 1.374  -0.15
O: -5.129 -0.196 1.792  -0.23
H: -5.419 -2.013 0.905  0.08
H: -6.541 -1.647 2.234  0.08
H: -6.733 -0.844 0.650  0.08
H: -5.669 0.489 2.206  0.04
C: -8.813 1.137 3.511  -0.14
O: -7.430 1.427 3.319  -0.13
H: -9.103 0.375 2.792  0.08
H: -8.985 0.760 4.522  0.08
H: -9.416 2.032 3.347  0.08
H: -7.185 2.101 3.959  0.08
C: 2.501 -5.254 3.420  -0.17
O: 2.710 -5.313 2.015  -0.14
H: 2.131 -6.222 3.749  0.07
H: 3.439 -5.035 3.938  0.07
H: 1.762 -4.487 3.664  0.07
H: 3.037 -4.451 1.738  0.03



Record 2
The following is a DFT calculation (ωB97M-V/def2-TZVPD) of C12H26FIInO5Si as an isolated structure.

Each line ends with the Löwdin charge.
Cartesian coordinates (Å):
C: 1.963 -2.278 1.955  -0.16
Si: 1.617 -1.426 0.327  0.38
C: 3.041 -1.731 -0.849  -0.15
C: 0.014 -2.065 -0.382  -0.13
O: 1.328 0.180 0.524  -0.26
C: 2.162 1.138 1.169  -0.36
C: 1.254 2.171 1.808  -0.26
In: 0.022 3.390 0.453  0.44
O: -0.579 5.026 1.549  -0.43
I: -2.346 1.991 -0.103  0.24
C: 0.839 4.138 -1.439  -0.29
C: 2.113 3.458 -1.956  -0.30
C: 1.807 2.051 -2.411  -0.22
F: 2.975 1.412 -2.888  -0.10
H: 1.747 -3.350 1.856  0.03
H: 2.999 -2.169 2.289  0.02
H: 1.306 -1.881 2.736  0.04
H: 3.130 -0.927 -1.586  0.02
H: 3.996 -1.800 -0.313  0.03
H: 2.896 -2.678 -1.382  0.03
H: -0.664 -2.344 0.430  0.02
H: -0.470 -1.269 -0.960  0.03
H: 0.160 -2.933 -1.034  0.04
H: 2.817 1.580 0.402  0.10
H: 2.824 0.643 1.901  0.11
H: 0.539 1.627 2.440  0.04
H: 1.836 2.822 2.476  0.04
H: 0.106 5.240 2.190  -0.07
H: 0.055 4.028 -2.202  0.03
H: 0.999 5.215 -1.323  0.03
H: 2.546 3.999 -2.811  0.10
H: 2.892 3.420 -1.184  0.10
H: 1.408 1.428 -1.604  0.09
H: 1.093 2.045 -3.243  0.12
C: -4.406 -3.123 -1.077  -0.03
C: -4.243 -2.479 0.273  -0.32
C: -3.482 -1.159 0.284  -0.21
O: -2.840 -1.196 1.554  0.03
C: -2.689 -2.479 1.928  -0.60
O: -1.986 -2.823 2.824  0.15
O: -3.413 -3.296 1.126  0.07
H: -3.430 -3.414 -1.466  0.09
H: -5.040 -4.007 -1.021  0.08
H: -4.862 -2.412 -1.768  0.09
H: -5.206 -2.364 0.780  0.15
H: -4.107 -0.273 0.225  0.06
H: -2.717 -1.124 -0.496  0.08

As for the net charge: -1.



Record 3
The following is a DFT calculation (ωB97M-V/def2-TZVPD) of a 2-piece molecular cluster, C12H26N3O4 overall.

Each line ends with the Löwdin charge.
Cartesian coordinates (Å):
N: 2.603 -2.027 2.868  0.19
C: 1.683 -2.274 1.912  -0.31
N: 1.147 -1.295 1.050  0.08
C: -0.298 -1.686 0.953  -0.10
C: -0.379 -3.027 1.721  -0.04
N: 1.082 -3.432 1.682  0.01
C: 1.484 -4.638 2.418  -0.05
C: 2.451 -5.466 1.548  -0.32
C: 2.098 -5.526 0.099  0.00
O: 1.944 -6.643 1.089  -0.04
H: 2.367 -1.825 3.823  0.14
H: 3.572 -1.935 2.612  0.13
H: 1.610 -1.282 0.153  0.14
H: -0.416 -1.946 -0.094  0.13
H: -0.971 -0.924 1.312  0.12
H: -0.525 -2.850 2.781  0.14
H: -1.045 -3.774 1.317  0.14
H: 0.653 -5.321 2.553  0.15
H: 2.011 -4.404 3.333  0.12
H: 3.505 -5.416 1.799  0.15
H: 1.064 -5.284 -0.094  0.11
H: 2.734 -6.011 -0.621  0.12
C: 0.566 1.856 0.282  -0.12
O: 0.335 2.664 -0.843  -0.18
C: 0.090 1.958 -2.047  -0.19
C: -1.130 2.459 -2.791  -0.18
O: -2.375 2.243 -2.152  -0.12
C: -2.698 2.970 -0.975  -0.18
C: -2.870 4.464 -1.145  -0.20
O: -1.641 5.117 -1.405  -0.20
C: -1.688 6.081 -2.438  -0.11
H: 1.625 1.584 0.353  0.08
H: 0.291 2.429 1.168  0.10
H: -0.049 0.952 0.262  0.05
H: -0.020 0.882 -1.857  0.11
H: 0.962 2.098 -2.698  0.13
H: -1.187 1.883 -3.718  0.13
H: -1.010 3.502 -3.088  0.12
H: -1.996 2.746 -0.168  0.11
H: -3.667 2.573 -0.663  0.13
H: -3.274 4.866 -0.207  0.13
H: -3.596 4.655 -1.942  0.13
H: -2.341 5.765 -3.258  0.09
H: -0.678 6.194 -2.831  0.09
H: -2.025 7.049 -2.054  0.09

The energy above the lowest of the compared OMol25 structures with the same formula, charge and spin comes out at 65.2 kcal/mol. As for the net charge: +1.



Record 4
The following is a DFT calculation (ωB97M-V/def2-TZVPD) of a 3-piece molecular cluster, C12H26N3O7 overall.

Each line ends with the Löwdin charge.
Cartesian coordinates (Å):
N: -2.712 -1.949 -4.446  0.14
C: -2.311 -0.715 -5.045  -0.41
N: -3.261 0.219 -5.138  0.21
N: -1.063 -0.524 -5.426  0.14
C: -0.844 0.324 -6.615  -0.07
C: -0.774 -0.630 -7.899  -0.26
C: -2.156 -1.151 -8.389  -0.03
O: -1.359 -0.110 -9.075  -0.03
H: -2.563 -2.684 -5.146  0.11
H: -2.066 -2.187 -3.686  0.12
H: -3.050 1.163 -4.831  0.15
H: -4.139 -0.024 -5.578  0.15
H: -0.525 -1.387 -5.440  0.17
H: 0.177 0.730 -6.590  0.13
H: -1.627 1.056 -6.825  0.13
H: 0.092 -1.318 -7.976  0.15
H: -2.895 -0.760 -7.687  0.09
H: -2.205 -2.095 -8.929  0.12
C: 0.374 -0.064 2.525  -0.05
C: 0.851 -0.538 1.168  -0.20
O: -0.174 -1.275 0.475  0.04
C: -1.138 -0.544 -0.073  -0.61
O: -1.227 0.655 -0.056  0.13
O: -2.022 -1.383 -0.642  -0.01
C: -3.166 -0.728 -1.186  -0.06
H: -0.004 -0.901 3.112  0.09
H: 1.187 0.414 3.072  0.08
H: -0.441 0.654 2.429  0.08
H: 1.686 -1.225 1.296  0.12
H: 1.205 0.291 0.553  0.12
H: -2.874 0.065 -1.876  0.08
H: -3.786 -0.326 -0.385  0.11
H: -3.743 -1.472 -1.732  0.08
C: 3.401 0.144 9.124  -0.07
C: 3.711 -0.372 7.734  -0.21
O: 2.826 0.191 6.754  0.03
C: 3.092 1.448 6.395  -0.61
O: 3.993 2.131 6.805  0.13
O: 2.162 1.831 5.511  -0.01
C: 2.270 3.200 5.115  -0.04
H: 2.350 -0.021 9.368  0.08
H: 4.021 -0.358 9.867  0.08
H: 3.582 1.217 9.197  0.08
H: 3.554 -1.449 7.703  0.12
H: 4.750 -0.187 7.460  0.12
H: 3.271 3.428 4.752  0.10
H: 2.009 3.851 5.949  0.10
H: 1.559 3.363 4.308  0.09

The energy above the lowest of the compared OMol25 structures with the same formula, charge and spin comes out at 27.5 kcal/mol. As for the net charge: +1.



Record 5
The following is a DFT calculation (ωB97M-V/def2-TZVPD) of C12H26N4O2 as an isolated structure.

Each line ends with the Löwdin charge.
Cartesian coordinates (Å):
C: 2.263 2.948 1.417  -0.15
N: 1.438 1.883 1.913  -0.31
C: 1.667 1.789 3.408  -0.04
H: 1.035 1.143 3.796  0.01
H: 2.743 1.868 3.471  0.06
H: 1.291 3.010 3.921  0.18
C: -0.095 2.337 1.694  -0.02
H: -0.149 3.211 1.907  0.01
H: -0.388 1.492 2.211  0.08
C: -0.207 1.969 0.097  -0.19
C: -1.523 1.398 0.098  -0.22
C: -1.810 1.363 -1.487  -0.20
C: -1.216 0.305 -2.467  -0.07
N: -1.477 -1.158 -1.593  0.02
H: -2.317 -1.076 -1.361  -0.01
C: -1.412 -2.148 -2.474  -0.38
C: 0.038 -2.524 -2.858  -0.12
H: 0.672 -1.627 -2.864  0.08
H: 0.328 -3.338 -3.680  0.13
C: 0.646 -3.414 -1.476  -0.25
N: 0.742 -2.636 -0.365  0.03
C: -0.309 -2.939 0.824  -0.31
O: -0.996 -3.997 0.690  -0.01
C: -0.394 -2.009 1.927  0.03
N: 0.685 -1.085 2.046  -0.06
O: 1.438 -0.694 1.193  -0.08
H: 1.582 0.412 1.411  0.14
H: -0.970 -2.365 2.568  0.02
H: 1.077 -1.734 -0.195  0.04
H: 1.673 -3.682 -1.793  0.09
H: 0.219 -4.388 -1.406  0.09
H: -1.655 -1.968 -3.608  0.12
H: -1.836 -3.122 -2.095  0.14
H: -0.181 0.494 -2.343  0.08
H: -1.568 0.277 -3.360  0.03
H: -2.999 0.990 -1.506  0.15
H: -1.613 2.256 -2.171  0.12
H: -2.529 2.149 0.535  0.21
H: -1.718 0.491 0.459  0.04
H: 0.521 1.233 -0.021  0.09
H: -0.220 2.871 -0.420  0.10
H: 3.246 2.831 1.921  0.07
H: 2.090 4.115 1.770  0.14
H: 2.193 3.068 0.265  0.11

The energy above the lowest of the compared OMol25 structures with the same formula, charge and spin comes out at 298.2 kcal/mol.



| no. | E_LUMO (Ha) | molecular weight (g/mol) | gap between HOMO and LUMO (eV) |
| --- | --- | --- | --- |
| 1 | 0.01316 | 427.9 | 10.26 |
| 2 | 0.09282 | 539.1 | 7.55 |
| 3 | -0.18713 | 276.4 | 5.90 |
| 4 | -0.16752 | 324.4 | 7.54 |
| 5 | 0.01597 | 258.4 | 7.63 |